Entry 1:
2 unconnected molecules or ions with the total composition C4H12N2S in a non-equilibrium geometry, computed with the ωB97M-V functional and the def2-TZVPD basis.

Summary:
HOMO level = -0.323 Ha
energy relative to the best compared isomer or geometry (same formula, charge and spin) = 83.4 kcal per mole
orbital gap = 7.65 eV
calculated total energy = -18154.4005 eV
net charge = 0

Last column: Mulliken charge in e.
CARTESIAN COORDINATES (ANGSTROEM)
H: -2.95207 0.58966 1.34266  0.118
H: 2.32780 -0.28966 1.19689  0.301
C: 0.13999 0.96775 0.40282  -0.439
C: -1.77726 -0.10994 -0.78939  -0.700
H: 1.65411 0.98705 -0.83940  0.217
C: 2.05893 -0.61584 0.17120  -0.413
H: -0.02609 0.20494 1.18227  0.373
H: 0.51866 1.86226 0.94203  0.370
C: -1.13889 1.26273 -0.34472  -0.792
H: -2.78391 0.05894 -1.15904  0.337
H: -1.22261 -0.52685 -1.61030  0.472
H: -0.89927 1.78451 -1.27511  0.340
H: -1.85353 1.86566 0.25644  0.222
H: 1.93775 -2.68825 0.38086  0.160
N: 1.12026 0.30343 -0.48734  -0.299
N: 1.42616 -1.90574 0.07980  -0.429
H: 0.47323 -1.99121 0.36418  0.080
H: 2.97264 -0.65929 -0.44994  0.338
S: -1.97590 -1.10015 0.63608  -0.255

***

Entry 2:
A molecular structure, C32H21F7N5O9SW, computed with the ωB97M-V functional and the def2-TZVPD basis.

Summary:
HOMO level = -0.370 Ha
energy relative to the best compared isomer or geometry (same formula, charge and spin) = 35.6 kcal per mole
orbital gap = 3.81 eV
calculated total energy = -91077.2148 eV
net charge = +1

Last column: Mulliken charge in e.
CARTESIAN COORDINATES (ANGSTROEM)
C: 0.63593 -2.57995 -0.85764  -0.294
C: -0.82921 3.33115 -1.59755  -0.798
H: -1.05725 2.60164 -4.29037  0.856
C: -2.69319 1.23798 0.63280  0.620
C: 0.76086 -3.68145 1.24438  1.320
C: -1.04367 1.53251 -4.48480  -1.218
C: -0.30094 -2.87441 1.66941  -0.946
H: 3.66215 -6.77410 3.26002  0.416
O: -0.49858 -1.74493 -3.22846  -0.309
O: 3.48314 -3.12236 6.58562  -0.671
F: -0.09375 4.26370 2.30350  -0.349
C: -4.43824 2.85364 2.09100  0.614
N: 0.17591 0.93226 -4.00716  0.280
C: -4.42483 2.91154 0.70574  0.301
C: -1.05797 4.60635 -1.10104  0.022
C: 1.34976 1.73918 -3.75338  -0.886
F: -1.55310 5.52381 -1.93331  -0.353
S: 3.03119 -2.50982 5.37054  1.208
C: 0.53834 -0.27593 -4.77249  -0.862
F: -3.59101 2.19000 -1.34644  -0.319
C: 2.23431 -0.35595 2.34729  -1.124
O: 3.23311 1.33567 -2.26932  -0.493
O: -1.78980 0.47569 -0.01383  -0.384
C: -0.81324 4.94418 0.20828  -0.937
N: 3.29118 -5.02296 4.25734  -0.451
O: 4.06212 -1.88007 4.54696  -0.694
H: -1.21388 1.40863 -5.55668  0.236
C: 1.76147 -0.37205 1.05133  -0.592
C: 1.12085 -3.61645 -0.09614  -1.059
F: -3.60090 1.91690 4.07653  -0.285
C: -0.02550 2.66672 0.57217  0.071
C: -2.21948 0.90191 -3.74275  0.880
F: -5.23769 3.74202 0.07065  -0.293
H: 2.17042 -6.22177 1.31814  0.461
H: -1.42816 -1.17580 -5.00960  0.425
H: -1.11852 3.16011 -2.61584  0.473
C: -0.27707 2.35959 -0.77593  0.206
H: 2.07802 0.62737 4.24123  0.550
H: -1.00735 5.93616 0.59090  0.575
C: 2.12939 1.10041 -2.60143  0.565
C: 3.10287 -5.84494 3.23964  -0.410
H: -0.64107 -2.93140 2.69400  0.489
F: -1.90795 0.35302 2.66438  -0.379
C: 2.61490 -3.87336 4.24245  -0.013
H: 1.52626 -0.60618 -4.45079  0.430
H: -1.62500 -1.29764 1.14353  0.646
O: -3.31520 0.75066 -4.15434  -0.509
O: 1.33645 0.14855 -1.94859  -0.377
H: 1.03449 -2.39093 -1.83985  0.358
C: -3.58959 1.98035 2.75785  0.349
H: 2.03103 1.81743 -4.60504  0.501
H: -1.16136 -2.43217 -3.08492  0.283
C: 2.27706 -5.54547 2.15445  -0.637
C: -0.43616 -1.41555 -4.61796  -0.816
H: 2.07886 -1.13738 0.36046  0.799
O: 1.80030 -1.74496 5.43913  -0.646
H: 2.91545 -1.11824 2.70408  0.802
C: 1.58011 -4.36049 2.27647  0.334
C: -3.56471 2.10710 -0.02094  0.116
N: 0.87736 0.52806 0.58949  0.547
H: 1.07661 2.74766 -3.44174  0.451
C: 0.59679 1.60174 1.36226  -0.248
C: 1.78458 0.63950 3.20009  -1.051
W: -0.42071 0.27263 -1.29057  2.533
F: -5.26289 3.62342 2.77461  -0.287
N: -0.30780 -1.70880 -0.41278  -0.192
H: -0.05114 -2.26632 -5.18387  0.516
O: -1.86076 0.46065 -2.47815  -0.635
C: -0.83163 -1.94649 0.82105  -0.333
C: -0.30731 3.94987 1.02417  0.947
H: 0.61127 -0.01932 -5.83564  0.463
C: -2.72774 1.18623 2.02783  -0.348
H: 0.71833 2.49691 3.30161  0.633
N: 1.72614 -3.54637 3.31283  -0.111
H: 1.91438 -4.23161 -0.49825  0.447
C: 1.00295 1.66273 2.68336  -0.419

***

Entry 3:
13 unconnected molecules or ions with the total composition C18H23B2Cl37O9S in a non-equilibrium geometry, computed with the ωB97M-V functional and the def2-TZVPD basis.

Summary:
HOMO level = -0.381 Ha
orbital gap = 10.19 eV
calculated total energy = -512988.1443 eV
net charge = 0

Last column: Mulliken charge in e.
CARTESIAN COORDINATES (ANGSTROEM)
Cl: 5.85116 -3.68051 6.78883  -0.109
Cl: 12.96770 -4.41901 8.61840  -0.129
Cl: 4.28796 -0.03892 0.05129  -0.140
C: 5.44162 -1.40403 4.29583  0.615
Cl: 14.64509 -2.09882 9.11531  -0.126
Cl: 2.53896 0.12499 -7.43635  -0.121
Cl: 0.50500 3.08853 -6.97574  -0.064
H: -8.92808 3.99037 -2.77893  0.401
Cl: 7.69370 -0.26205 8.75439  -0.103
C: 9.23700 -1.06708 9.00822  0.008
Cl: -2.31600 -1.65487 2.72086  -0.101
H: 12.35898 -2.16489 8.63876  -0.227
H: -4.64126 -0.08101 -5.32202  0.236
H: 9.85531 -3.49083 12.13948  0.021
H: -8.30517 4.53332 -4.32738  0.272
Cl: 3.72407 -1.79114 4.15608  -0.126
H: 5.79370 -1.79769 5.24090  -0.280
H: -3.19480 3.27192 -5.22859  -0.196
H: -14.04512 0.53707 -2.78467  0.347
Cl: -12.96905 -1.10382 -4.05235  -0.122
Cl: 1.59421 -0.42352 1.05340  -0.070
Cl: -5.04880 -2.49600 2.20304  -0.135
O: -7.32578 0.23296 -4.50616  -0.434
H: -6.64060 1.33567 -2.32430  0.120
Cl: 8.47573 -3.21046 5.62434  -0.103
C: -3.96876 -1.11663 2.41118  -0.057
C: -7.40266 1.94127 -2.81058  -1.377
C: 13.02344 -2.77086 9.23880  0.595
Cl: 5.69467 0.33966 4.28561  -0.129
C: -6.89054 3.34435 -3.14585  0.948
Cl: 12.44896 -2.71292 10.91117  -0.102
B: -6.16414 3.44216 -5.75556  0.897
Cl: 10.37618 -0.64251 7.72554  -0.148
C: -0.74951 0.26299 -1.45784  -0.046
O: -5.31198 4.81958 -3.90296  -0.600
H: 9.64829 -0.72978 9.95145  0.340
H: -0.03715 5.35818 -6.88107  0.372
H: 4.75329 -5.42886 -1.35932  0.225
O: -5.42641 2.58513 -6.56041  -0.670
H: 7.85711 -4.79068 7.22850  0.260
Cl: 3.23998 -2.65038 -6.91778  -0.124
Cl: -13.57412 1.63952 -4.79111  -0.121
O: -3.25978 2.91230 -4.33520  0.037
Cl: -1.52270 -1.29323 -1.16619  -0.125
Cl: 2.83163 -4.95356 -2.59257  -0.109
C: -13.20240 0.53976 -3.46233  -0.028
Cl: 7.14282 -5.75844 5.22470  -0.114
C: -5.77402 3.44863 -4.19709  0.062
S: -5.10497 4.92027 -2.32104  1.220
H: -4.30447 -0.55808 3.27425  0.318
Cl: 4.40448 -0.52897 -5.31375  -0.122
Cl: 5.52808 -5.41317 -3.56271  -0.116
H: -8.26194 2.01559 -2.14190  0.742
H: -7.76535 5.30442 -2.82803  0.353
C: -4.11392 0.06933 -4.38165  -0.784
O: -7.16033 4.22535 -6.23954  -0.668
C: 7.39468 -4.41048 6.32746  0.058
Cl: 9.01539 -2.81413 9.11322  -0.074
Cl: 7.85679 -2.28370 12.25916  -0.119
C: 2.98234 -1.05994 -6.20502  0.228
Cl: -11.78408 1.09521 -2.57504  -0.065
H: 3.52867 -1.61070 1.59988  -0.223
Cl: 4.10918 -7.52700 -2.16170  -0.130
C: -7.85235 1.15879 -4.02354  0.634
H: -7.25696 4.14384 -7.19661  0.295
Cl: -9.36985 1.76105 -4.72591  -0.163
C: -8.03858 4.35831 -3.29014  -1.393
C: -0.50253 4.45574 -6.50866  -0.100
Cl: -2.09479 4.32677 -7.30231  -0.150
H: -4.19264 -0.81707 -3.75576  0.211
H: -3.05782 0.27789 -4.55634  0.316
O: -6.13942 3.78416 -1.93847  -0.470
H: -5.10801 3.00298 -7.36919  0.268
Cl: -4.02643 -0.05252 1.01104  -0.018
Cl: 6.35592 -2.18286 3.00685  -0.103
Cl: 8.71066 -4.51976 13.89826  -0.127
C: 9.23922 -3.13007 12.95421  0.351
C: 4.35610 -5.78677 -2.30017  0.130
O: -4.73033 1.14984 -3.66931  -0.279
Cl: 2.88804 -2.52667 -0.46704  -0.031
Cl: 0.67947 0.08956 -2.48203  -0.091
Cl: -1.87725 1.40637 -2.16068  -0.004
H: 2.15892 -1.13919 -5.51050  0.131
C: 3.12996 -1.20785 0.67928  0.481
Cl: 10.21464 -2.03320 13.93276  -0.128
Cl: -0.69986 4.61034 -4.77416  -0.057
H: -0.41168 0.65191 -0.50702  0.191
O: -3.82001 4.46718 -1.91752  -0.536
B: -4.52019 2.42369 -4.06718  1.279
O: -5.57349 6.20223 -1.92257  -0.674

***

Entry 4:
A molecular structure, C45H48N2O9PRuSTe, computed with the ωB97M-V functional and the def2-TZVPD basis.

Summary:
2S+1 = 5
HOMO level (alpha / beta) = -0.151 / -0.156 Ha
energy relative to the best compared isomer or geometry (same formula, charge and spin) = 5.0 kcal per mole
orbital gap (alpha / beta) = 6.45 / 6.10 eV
calculated total energy = -98854.1194 eV
net charge = -1

Last column: Mulliken charge in e.
CARTESIAN COORDINATES (ANGSTROEM)
C: -3.08017 -2.38991 -4.69634  -0.789
C: -3.18965 -0.83934 1.88880  0.082
C: 3.43672 2.10932 1.94234  0.613
H: 3.10610 -1.64502 -5.60359  0.388
C: -0.23623 -5.93250 -0.77534  -0.771
C: 0.63250 -4.84464 -0.77523  -1.061
N: -2.51987 -1.06137 -1.63642  -0.774
H: -1.66872 -4.63031 -3.90201  0.456
C: 2.07067 2.34550 2.36508  -0.380
H: -0.51410 -1.05256 -6.96183  0.263
Ru: -1.46074 0.82059 -1.31041  1.246
C: -2.42641 -1.84533 -2.48599  0.570
C: 1.63180 3.27666 3.36421  1.065
O: 2.05603 -0.37758 1.97578  -0.338
C: -0.16968 4.17183 4.72417  -0.910
O: -2.02599 1.71141 0.49464  -0.002
C: -2.84782 2.69456 0.67442  -0.200
C: -2.74369 5.11498 0.16099  -0.772
C: -2.71435 6.21073 -0.68574  -0.606
O: 0.07284 -0.80443 3.00389  -0.467
C: -1.34432 -2.26518 1.06364  0.492
C: 6.04486 1.56587 1.07009  -0.500
H: 7.05222 1.35404 0.73452  0.393
C: -4.65135 -1.58660 3.64644  -0.560
N: -2.43727 -2.75095 -3.43732  0.019
H: 0.05787 -6.87193 -1.22625  0.369
C: 5.79618 1.83855 2.40976  -1.003
C: 2.67719 -1.74969 -4.60549  -0.005
H: -5.48254 -1.40527 4.31662  0.398
H: -0.87617 -3.81033 -2.53689  -0.053
O: -3.57927 2.79604 1.65176  -0.702
O: -0.37089 -0.57915 -4.33848  0.154
C: 2.48846 4.24438 3.92674  -0.741
H: -2.33758 -3.95338 2.92965  0.567
C: 4.98750 1.55736 0.16774  -0.863
H: -0.40731 2.57305 3.32741  0.555
H: 1.85962 -2.47398 -4.65642  0.028
C: -2.89458 -3.02767 2.85385  -0.498
C: 1.81309 -2.48948 3.06382  -1.553
H: 1.68068 0.69787 4.40488  0.192
C: 3.71977 -2.19587 -3.60238  -1.033
H: 4.32098 2.27504 3.89724  0.614
O: 0.81494 -1.52803 -2.36492  0.572
C: 3.69953 1.82271 0.59459  0.146
O: -0.54686 -1.20472 0.75397  2.066
C: -0.13280 -0.06470 -6.69398  -1.226
H: -1.02976 0.48062 1.87370  -0.457
C: -2.81832 3.81817 -0.33891  0.329
H: 1.25536 0.30559 0.23799  -0.497
H: -2.20432 -6.60969 -0.23878  0.402
C: -3.96746 -2.79657 3.69650  -0.881
C: 0.26585 -3.64264 -0.20159  -0.580
C: -0.67915 0.38507 -5.35476  -0.366
H: 1.34825 -3.00127 3.90707  0.314
H: -2.35917 -1.92926 -5.37437  0.065
H: -1.76627 0.47795 -5.36922  0.350
O: 1.06682 1.75957 1.67113  -0.044
H: 0.92802 -2.79229 -0.26033  0.455
H: -1.21241 4.15039 5.01480  0.452
H: 3.03806 -0.44678 4.47949  0.290
H: -2.75645 6.85729 -2.73683  0.349
C: -2.85879 4.72672 -2.56829  -0.731
H: 0.33787 5.80265 6.03352  0.388
H: -0.42735 0.64040 -7.47363  0.398
H: -2.64272 7.21168 -0.27832  0.365
C: 1.09490 0.37501 1.31414  0.850
H: 5.16435 1.34313 -0.87909  0.488
C: -1.50144 -5.78540 -0.21277  -0.789
H: -4.25979 -3.55618 4.41152  0.393
H: -3.89282 -1.69333 -4.50330  0.376
C: -1.30606 -3.67410 -3.52288  -0.303
H: 2.89409 -2.62379 3.11544  0.411
H: -4.75593 0.34957 2.70177  0.527
C: -4.25347 -0.60853 2.74542  -0.734
H: 1.60546 -4.92750 -1.24481  0.400
C: 1.47872 -1.01435 3.11999  1.405
H: 3.26336 -2.29260 -2.61847  0.063
H: -3.48366 -3.29410 -5.15288  0.335
C: 0.28135 3.27490 3.77576  -0.551
C: -2.77926 6.01185 -2.05904  -0.532
H: -2.89360 4.56251 -3.63799  0.379
H: -0.53918 -3.26660 -4.18512  0.101
C: 0.69673 5.10034 5.29203  -0.464
H: 4.13831 -3.16098 -3.89809  0.406
C: 1.95437 -0.35607 4.39920  -1.446
H: 0.95583 -0.11252 -6.66180  0.236
Te: 0.82691 1.85002 -2.46058  -0.796
C: -0.22478 -0.23926 1.76780  -0.631
P: 0.86433 -0.38006 -3.29941  -0.985
H: 6.61002 1.82870 3.12482  0.376
H: -2.89742 -0.06693 1.18972  0.050
H: 3.51212 4.31675 3.58570  0.591
H: -2.72124 5.24449 1.23569  0.431
S: -3.05707 2.01358 -2.45855  -0.501
O: 2.16243 -0.45311 -4.26711  -0.260
H: 1.44417 -2.92356 2.13814  0.292
H: 2.70181 5.87032 5.29131  0.396
C: -1.87964 -4.59133 0.37109  -0.742
H: 4.52915 -1.46717 -3.54738  0.306
C: -2.87689 3.61280 -1.72391  0.872
H: 1.48756 -0.84502 5.25491  0.471
C: 2.02463 5.13195 4.87891  -0.760
C: 4.50923 2.10551 2.84467  -0.400
H: -0.28127 1.36060 -5.06963  0.333
C: -2.49293 -2.05366 1.92928  0.152
H: 2.88486 1.81787 -0.11970  0.243
C: -0.99065 -3.49509 0.42617  1.396
H: -2.87694 -4.48687 0.77790  0.571

***

Which value of calculated total energy does entry 2 give? -91077.2148 eV

***

Among the records above, which one has the lowest net charge? C45H48N2O9PRuSTe

***

Which of these has the highest net charge? C32H21F7N5O9SW